ORCA calculation (ωB97M-V/def2-TZVPD) on a cluster of 16 separate species, C26H70FN16O34P in total at a distorted geometry.

Last column: Mulliken charge in e.
Element x y z (Å)
1 C -3.49436 -1.44860 2.35268  -0.68
2 C -3.57894 -1.19084 0.83190  -0.39
3 O -2.38528 -0.66853 0.28873  -0.36
4 C -1.42546 -1.66898 0.08639  -1.35
5 C -0.10415 -1.05937 -0.41214  1.72
6 O 0.99717 -1.95136 -0.36921  -0.34
7 C 0.74478 -3.28364 -0.81906  -0.88
8 P -0.39030 -0.53431 -2.19118  0.74
9 O -1.51567 0.43548 -2.32474  -0.71
10 C 0.31535 0.21085 0.37473  -1.09
11 C 1.16187 -0.13938 1.60653  -0.57
12 C 0.54895 -1.20937 2.50068  0.73
13 C 0.97513 -1.07963 3.95069  0.16
14 C 0.49899 -2.26504 4.79335  -0.89
15 N 0.39494 -3.49891 4.01384  -0.48
16 O 1.17962 0.98025 -0.47669  -0.28
17 C 0.78434 2.28131 -0.74804  -0.17
18 F 0.80337 2.46186 -2.11118  -0.28
19 H -3.47584 -2.51992 2.52475  0.24
20 H -4.33567 -0.99309 2.85711  0.38
21 H -2.58965 -0.99331 2.73219  -0.08
22 H -4.33013 -0.42665 0.66370  0.45
23 H -3.91359 -2.07535 0.28746  0.35
24 H -1.27829 -2.30420 0.95811  0.33
25 H -1.81164 -2.34491 -0.69101  0.71
26 H 0.53001 -3.91510 0.04142  0.26
27 H 1.66874 -3.64698 -1.25817  0.31
28 H -0.01987 -3.34745 -1.58361  0.34
29 H 0.77822 0.03086 -2.72403  0.05
30 H -0.69935 -1.69702 -2.93596  -0.11
31 H -0.55248 0.75144 0.73739  0.71
32 H 2.12430 -0.49164 1.26217  -0.69
33 H 1.23703 0.78245 2.18358  0.55
34 H 0.84767 -2.17250 2.11032  0.64
35 H -0.53758 -1.16942 2.48253  -1.05
36 H 2.05982 -1.01560 4.01847  0.42
37 H 0.49828 -0.18651 4.34162  -0.16
38 H -0.47514 -2.03292 5.23711  0.24
39 H 1.18302 -2.42921 5.62141  0.43
40 H 0.33362 -4.30984 4.61473  0.37
41 H -0.44691 -3.50260 3.45718  -0.03
42 H 1.52991 2.97245 -0.35510  0.28
43 H -0.21615 2.51902 -0.39568  0.20
44 C -1.83344 -7.24339 1.87456  -0.92
45 N -1.55927 -5.95575 2.57068  0.91
46 O -1.15943 -5.02151 1.89974  -0.43
47 O -1.74781 -5.92486 3.76918  -0.54
48 H -1.61785 -7.12109 0.82129  0.36
49 H -1.19575 -7.98854 2.32079  0.33
50 H -2.88095 -7.48108 2.03661  0.30
51 C -3.05763 2.22900 -4.51956  -0.38
52 N -4.33602 1.97695 -5.23742  0.96
53 O -4.52735 2.56516 -6.29054  -0.51
54 O -5.11407 1.19752 -4.73271  -0.58
55 H -2.47539 2.93807 -5.09535  0.27
56 H -3.29648 2.62729 -3.53834  0.32
57 H -2.53776 1.28513 -4.42741  -0.09
58 C 5.12531 -0.49959 0.75013  0.19
59 N 5.57333 -1.58145 1.67117  1.06
60 O 5.76420 -1.29830 2.83871  -0.55
61 O 5.71905 -2.69021 1.19271  -0.62
62 H 5.03787 0.41800 1.31112  -0.20
63 H 5.86738 -0.40406 -0.03213  0.18
64 H 4.16364 -0.79911 0.34164  -0.01
65 C 8.02617 0.21153 -3.45479  -0.64
66 N 6.64124 -0.15652 -3.05381  0.82
67 O 6.05927 -0.99177 -3.70998  -0.53
68 O 6.19007 0.42103 -2.08118  -0.42
69 H 8.30214 -0.36909 -4.32725  0.32
70 H 8.02355 1.27105 -3.67936  0.12
71 H 8.68097 -0.00383 -2.61707  0.29
72 C -5.42869 4.68069 -8.50799  -0.65
73 N -4.95254 5.91371 -9.19261  0.87
74 O -5.11740 5.99869 -10.39160  -0.53
75 O -4.42451 6.76042 -8.49547  -0.52
76 H -5.87227 4.02595 -9.24824  0.29
77 H -4.57082 4.21134 -8.03742  0.28
78 H -6.16028 4.98119 -7.76456  0.28
79 C -2.21004 -2.04441 -5.90696  -0.54
80 N -1.53526 -0.71955 -5.89534  0.95
81 O -2.06256 0.19383 -6.50140  -0.54
82 O -0.50086 -0.62018 -5.26961  -0.55
83 H -3.11574 -1.96549 -6.49522  0.12
84 H -1.51968 -2.75791 -6.34750  0.32
85 H -2.43724 -2.30555 -4.87688  0.26
86 C 4.81182 -3.45719 5.58919  -0.76
87 N 3.79081 -4.06854 6.48730  0.89
88 O 2.94398 -3.33547 6.95862  -0.52
89 O 3.87426 -5.26464 6.68325  -0.56
90 H 4.61013 -2.39600 5.50751  0.30
91 H 5.78586 -3.63758 6.03346  0.35
92 H 4.72992 -3.94326 4.62182  0.28
93 C -1.08554 3.35490 4.25522  -0.69
94 N -1.08934 2.04277 4.95501  0.96
95 O -0.36184 1.90952 5.91610  -0.56
96 O -1.83039 1.18638 4.50909  -0.48
97 H -0.38920 4.01363 4.75931  0.33
98 H -0.78186 3.18001 3.22661  0.20
99 H -2.09314 3.75056 4.30102  0.24
100 C 6.34095 3.86902 3.22546  -0.79
101 N 5.89668 2.55909 2.67727  0.88
102 O 4.70358 2.31520 2.68702  -0.52
103 O 6.76530 1.82787 2.25393  -0.46
104 H 5.46805 4.41531 3.56298  0.33
105 H 7.01758 3.66388 4.04926  0.31
106 H 6.85190 4.39697 2.42530  0.23
107 C 1.76905 -10.01478 0.84089  -0.73
108 N 0.51828 -9.26292 0.54875  0.89
109 O -0.50192 -9.60772 1.11861  -0.56
110 O 0.59721 -8.34676 -0.24181  -0.49
111 H 1.54235 -10.79420 1.55836  0.31
112 H 2.12134 -10.43474 -0.09619  0.28
113 H 2.48744 -9.30727 1.24435  0.30
114 C -5.48384 3.92766 6.19659  -0.66
115 N -4.12757 4.46190 5.90136  0.85
116 O -4.01892 5.31284 5.03989  -0.53
117 O -3.20488 4.00538 6.54988  -0.49
118 H -6.19796 4.42344 5.54933  0.34
119 H -5.46230 2.85896 6.01025  0.24
120 H -5.69136 4.13332 7.23761  0.26
121 C -1.46193 7.40524 -7.63259  -0.64
122 N -0.24337 7.72569 -6.83838  0.88
123 O 0.15236 6.89248 -6.04747  -0.52
124 O 0.27339 8.80667 -7.03861  -0.54
125 H -1.81012 6.41956 -7.35049  0.25
126 H -2.20894 8.15910 -7.40723  0.28
127 H -1.18539 7.43579 -8.68187  0.29
128 C 7.65279 3.93639 -2.05872  -0.67
129 N 8.23682 3.23150 -0.88437  0.87
130 O 8.78966 2.16625 -1.07226  -0.47
131 O 8.11427 3.78105 0.19138  -0.51
132 H 7.83210 3.34278 -2.94527  0.17
133 H 6.58877 4.04940 -1.87470  0.30
134 H 8.14016 4.90376 -2.13290  0.32
135 C -5.72699 -0.90787 -9.20574  -0.67
136 N -5.77296 -2.25819 -8.57830  0.89
137 O -5.03805 -2.46190 -7.63034  -0.56
138 O -6.54351 -3.06213 -9.05567  -0.53
139 H -5.00017 -0.30440 -8.67350  0.24
140 H -5.44109 -1.04198 -10.24459  0.30
141 H -6.72166 -0.48003 -9.12798  0.28
142 C -4.36253 2.25423 10.43298  -0.69
143 N -5.64141 1.90961 9.75208  0.85
144 O -5.86038 2.42606 8.67005  -0.51
145 O -6.37711 1.13488 10.32071  -0.52
146 H -3.81465 2.94885 9.80662  0.27
147 H -4.61418 2.70171 11.38969  0.29
148 H -3.80813 1.33088 10.56925  0.29

Calculated values
- Frontier orbital gap: 0.2963 hartree
- E_LUMO: -0.27 eV